Record 1
Here is a cluster of 4 separate species, C21H49FN2O16P3S in total from the OMol25 dataset. Energies are from the ωB97M-V functional and the def2-TZVPD basis.

Computed properties:
LUMO energy   -0.00571 Eh
Kohn-Sham gap   4.809 eV
Highest occupied orbital energy   -4.96 eV
Total charge   -1
Multiplicity   1

Cartesian coordinates (Å):
N (1.546, 3.112, 0.930)
C (1.874, 2.782, 2.159)
C (2.807, 1.512, 2.377)
N (4.019, 1.731, 3.218)
C (3.696, 1.947, 4.654)
O (2.884, 2.801, 5.130)
O (4.345, 1.108, 5.562)
S (5.117, 2.883, 2.577)
O (6.468, 2.210, 2.565)
O (4.837, 3.317, 1.177)
F (5.321, 4.197, 3.615)
H (1.984, 2.447, 0.271)
H (1.461, 3.446, 2.972)
H (2.169, 0.741, 2.941)
H (3.110, 0.991, 1.409)
O (0.152, -1.894, 4.114)
P (-0.316, -2.980, 5.085)
O (-1.849, -2.404, 5.335)
C (-2.833, -2.660, 4.345)
C (-3.264, -4.116, 4.340)
O (0.398, -2.335, 6.439)
C (1.549, -1.492, 6.308)
C (1.156, -0.027, 6.250)
O (-0.733, -4.322, 6.067)
C (0.163, -5.440, 6.009)
C (1.547, -5.114, 6.548)
H (-2.459, -2.361, 3.360)
H (-3.694, -2.029, 4.580)
H (-2.445, -4.765, 4.014)
H (-4.106, -4.266, 3.660)
H (-3.555, -4.440, 5.342)
H (2.139, -1.781, 5.435)
H (2.183, -1.662, 7.181)
H (0.316, 0.155, 5.576)
H (1.999, 0.584, 5.930)
H (0.837, 0.317, 7.237)
H (0.226, -5.796, 4.978)
H (-0.282, -6.234, 6.613)
H (2.073, -4.423, 5.883)
H (2.151, -6.020, 6.628)
H (1.485, -4.640, 7.529)
O (1.921, 1.010, -2.575)
P (1.966, 0.493, -4.012)
O (3.228, -0.554, -3.789)
C (2.960, -1.815, -3.194)
C (2.216, -2.740, -4.142)
O (2.848, 1.769, -4.606)
C (2.749, 3.039, -3.959)
C (3.824, 3.215, -2.901)
O (1.893, -0.082, -5.623)
C (0.707, 0.260, -6.354)
C (0.564, 1.756, -6.580)
H (2.399, -1.677, -2.264)
H (3.925, -2.260, -2.938)
H (1.207, -2.367, -4.340)
H (2.128, -3.740, -3.713)
H (2.731, -2.809, -5.102)
H (1.753, 3.174, -3.529)
H (2.862, 3.807, -4.729)
H (3.930, 2.335, -2.266)
H (3.600, 4.078, -2.269)
H (4.798, 3.376, -3.369)
H (-0.165, -0.133, -5.827)
H (0.773, -0.247, -7.320)
H (0.356, 2.275, -5.640)
H (-0.262, 1.963, -7.264)
H (1.481, 2.180, -6.993)
O (-2.119, 1.215, -3.498)
P (-3.390, 1.117, -2.654)
O (-3.388, -0.523, -2.443)
C (-2.521, -1.075, -1.459)
C (-3.008, -0.784, -0.051)
O (-4.456, 1.172, -3.933)
C (-4.072, 1.803, -5.152)
C (-3.498, 0.795, -6.134)
O (-4.763, 1.184, -1.635)
C (-5.119, 2.487, -1.148)
C (-5.544, 3.435, -2.257)
H (-1.503, -0.699, -1.604)
H (-2.503, -2.156, -1.619)
H (-2.946, 0.286, 0.172)
H (-2.401, -1.317, 0.684)
H (-4.053, -1.080, 0.070)
H (-3.369, 2.618, -4.960)
H (-4.967, 2.259, -5.584)
H (-2.782, 0.117, -5.666)
H (-3.006, 1.304, -6.966)
H (-4.296, 0.167, -6.539)
H (-4.278, 2.902, -0.590)
H (-5.949, 2.348, -0.453)
H (-4.693, 3.703, -2.890)
H (-5.948, 4.359, -1.838)
H (-6.298, 2.976, -2.899)



Record 2
Here is a structure of composition C11H11NO from the OMol25 dataset. Energies are from the ωB97M-V functional and the def2-TZVPD basis.

Computed properties:
LUMO energy   -0.01085 Eh
Kohn-Sham gap   8.079 eV
Highest occupied orbital energy   -8.37 eV
Multiplicity   1

Cartesian coordinates (Å):
C (1.853, -2.873, 1.489)
C (0.134, -1.799, 0.761)
C (-0.898, -1.549, -0.215)
C (-1.315, -0.269, -0.500)
C (-2.887, -0.067, -0.747)
C (-0.524, 0.772, -0.340)
C (-0.834, 2.072, -0.660)
C (0.178, 2.975, -1.115)
C (1.382, 2.706, -0.470)
C (1.658, 1.622, 0.442)
C (0.738, 0.438, 0.249)
H (2.559, -1.909, 2.164)
H (2.558, -2.781, 0.570)
H (2.065, -3.768, 2.255)
H (-1.786, -2.303, -0.274)
H (-2.999, -1.279, -0.867)
H (-3.167, 0.542, -1.850)
H (-3.317, 0.594, 0.084)
H (-1.791, 1.954, -1.057)
H (0.071, 3.885, -1.890)
H (2.148, 3.480, -0.547)
H (2.540, 1.288, 0.655)
N (1.071, -0.808, 0.717)
O (0.563, -2.922, 1.146)



Record 3
Here is a cluster of 2 separate species, C9H14O in total from the OMol25 dataset. Energies are from the ωB97M-V functional and the def2-TZVPD basis.

Computed properties:
LUMO energy   0.03320 Eh
Kohn-Sham gap   10.110 eV
Highest occupied orbital energy   -9.21 eV
SMILES string   Cc1ccccc1.CCO
Multiplicity   1

Cartesian coordinates (Å):
C (-1.102, -1.649, -2.880)
C (-1.039, -0.600, -1.805)
C (-0.154, 0.503, -1.961)
C (-0.185, 1.521, -1.013)
C (-0.912, 1.439, 0.173)
C (-1.722, 0.334, 0.273)
C (-1.737, -0.742, -0.626)
H (-0.532, -2.586, -2.831)
H (-0.979, -1.087, -3.810)
H (-2.083, -2.111, -3.085)
H (0.412, 0.576, -2.873)
H (0.157, 2.429, -1.478)
H (-0.889, 2.198, 0.935)
H (-2.268, 0.263, 1.218)
H (-2.326, -1.618, -0.385)
C (1.798, -0.695, 1.237)
C (2.229, 0.354, 2.253)
O (1.670, -0.039, 3.522)
H (1.849, -1.731, 1.587)
H (2.519, -0.569, 0.404)
H (0.862, -0.646, 0.707)
H (3.309, 0.313, 2.263)
H (1.773, 1.307, 1.987)
H (1.250, 0.711, 3.907)



Record 4
Here is a cluster of 16 separate species, C34H53Cl45IN4O3 in total from the OMol25 dataset. Energies are from the ωB97M-V functional and the def2-TZVPD basis.

Computed properties:
LUMO energy   -0.10450 Eh
Kohn-Sham gap   8.131 eV
Highest occupied orbital energy   -10.97 eV
Total charge   +1
Multiplicity   1

Cartesian coordinates (Å):
C (0.609, 6.962, 2.510)
C (-0.694, 6.802, 2.982)
C (-1.334, 5.389, 3.318)
O (-0.688, 4.638, 4.053)
O (-2.593, 5.131, 2.786)
C (-2.817, 3.718, 2.587)
C (-3.878, 3.170, 3.660)
C (-4.659, 1.876, 3.143)
C (-4.235, 0.567, 3.986)
C (-2.662, 0.415, 3.803)
C (-2.072, -1.048, 4.070)
N (-1.058, -1.550, 3.150)
C (-1.417, -2.338, 1.983)
C (-2.321, -1.689, 0.855)
C (-3.867, -1.495, 1.275)
I (-1.492, 0.110, -0.079)
C (0.261, -1.050, 3.255)
N (0.458, 0.406, 3.152)
N (1.306, -1.837, 3.476)
C (1.128, -3.338, 3.621)
N (1.953, -3.935, 4.682)
C (2.712, -1.371, 3.573)
C (3.588, -2.059, 2.400)
C (3.195, -1.565, 0.942)
C (3.486, -0.031, 0.683)
O (3.479, 0.238, -0.746)
C (3.138, 1.604, -1.021)
H (1.506, 6.366, 2.850)
H (0.826, 7.792, 1.767)
H (-1.291, 7.751, 3.164)
H (-1.874, 3.097, 2.541)
H (-3.302, 3.618, 1.556)
H (-4.605, 4.012, 3.841)
H (-3.267, 2.953, 4.599)
H (-4.282, 1.696, 2.076)
H (-5.776, 2.010, 3.075)
H (-4.547, 0.808, 5.059)
H (-4.839, -0.337, 3.687)
H (-2.414, 0.730, 2.746)
H (-2.187, 1.107, 4.576)
H (-2.963, -1.764, 4.118)
H (-1.656, -1.048, 5.135)
H (-0.460, -2.702, 1.474)
H (-1.950, -3.298, 2.312)
H (-2.364, -2.456, 0.010)
H (-4.516, -1.997, 0.490)
H (-4.113, -0.394, 1.270)
H (-4.111, -2.006, 2.253)
H (0.215, 0.744, 4.104)
H (-0.262, 0.815, 2.546)
H (0.059, -3.629, 3.820)
H (1.458, -3.786, 2.632)
H (1.944, -3.368, 5.534)
H (2.909, -4.081, 4.339)
H (3.218, -1.656, 4.550)
H (2.859, -0.264, 3.454)
H (3.646, -3.180, 2.502)
H (4.650, -1.674, 2.576)
H (2.122, -1.794, 0.653)
H (3.848, -2.136, 0.201)
H (2.723, 0.664, 1.157)
H (4.527, 0.276, 1.044)
H (3.243, 2.311, -0.141)
H (3.765, 2.055, -1.876)
H (2.059, 1.677, -1.385)
C (-0.224, 1.835, -4.078)
Cl (-0.271, 2.945, -5.454)
Cl (1.138, 0.715, -4.212)
Cl (-0.122, 2.734, -2.559)
H (-1.144, 1.256, -4.074)
C (-6.629, -3.154, -2.266)
Cl (-4.979, -3.370, -1.661)
Cl (-7.588, -4.612, -1.988)
Cl (-7.391, -1.752, -1.502)
H (-6.579, -2.975, -3.336)
C (-4.532, -4.395, 5.014)
Cl (-4.972, -2.707, 4.714)
Cl (-5.395, -5.471, 3.912)
Cl (-2.782, -4.620, 4.859)
H (-4.819, -4.646, 6.029)
C (4.526, 5.314, -0.768)
Cl (6.184, 4.979, -0.255)
Cl (4.191, 4.549, -2.324)
Cl (3.373, 4.756, 0.454)
H (4.413, 6.388, -0.882)
C (6.377, 8.142, -2.975)
Cl (6.607, 6.610, -3.826)
Cl (4.670, 8.383, -2.573)
Cl (7.373, 8.203, -1.515)
H (6.688, 8.948, -3.634)
C (-2.298, -8.245, 4.475)
Cl (-0.611, -8.513, 4.933)
Cl (-2.625, -8.920, 2.874)
Cl (-3.390, -8.940, 5.680)
H (-2.473, -7.175, 4.436)
C (-0.878, 0.504, -8.714)
Cl (-0.469, -0.906, -9.703)
Cl (-2.603, 0.508, -8.321)
Cl (0.096, 0.534, -7.239)
H (-0.656, 1.399, -9.288)
C (4.295, 1.513, -7.991)
Cl (5.062, 2.968, -7.339)
Cl (3.210, 0.799, -6.794)
Cl (3.419, 1.889, -9.482)
H (5.071, 0.790, -8.224)
C (-6.066, -2.155, 8.584)
Cl (-4.890, -3.345, 8.007)
Cl (-5.703, -0.554, 7.927)
Cl (-7.709, -2.646, 8.153)
H (-5.997, -2.105, 9.667)
C (7.297, 1.121, -4.944)
Cl (8.975, 0.952, -4.412)
Cl (7.091, 0.462, -6.574)
Cl (6.195, 0.329, -3.808)
H (7.056, 2.175, -4.972)
C (-7.718, -6.895, 8.186)
Cl (-6.624, -6.096, 7.048)
Cl (-8.680, -8.128, 7.362)
Cl (-6.810, -7.607, 9.525)
H (-8.395, -6.147, 8.591)
C (9.068, 4.806, -5.398)
Cl (10.329, 3.691, -5.939)
Cl (9.370, 6.436, -6.012)
Cl (7.475, 4.232, -5.912)
H (9.084, 4.841, -4.312)
C (0.827, -3.981, -7.454)
Cl (2.017, -3.101, -6.487)
Cl (1.507, -5.504, -8.043)
Cl (-0.642, -4.277, -6.514)
H (0.565, -3.369, -8.313)
C (4.170, 8.149, -7.189)
Cl (5.466, 8.990, -6.327)
Cl (4.678, 6.515, -7.634)
Cl (2.701, 8.098, -6.206)
H (3.953, 8.700, -8.100)
C (-3.324, -7.326, -7.130)
Cl (-1.980, -6.848, -8.173)
Cl (-2.874, -8.714, -6.132)
Cl (-3.838, -5.971, -6.114)
H (-4.160, -7.616, -7.761)



Record 5
Here is the ion C2H5INO2S with charge -1 from the OMol25 dataset. Energies are from the ωB97M-V functional and the def2-TZVPD basis.

Computed properties:
LUMO energy   0.09147 Eh
Kohn-Sham gap   6.710 eV
Highest occupied orbital energy   -4.22 eV
Total charge   -1
Multiplicity   1

Cartesian coordinates (Å):
C (1.174, -0.422, 0.812)
C (0.612, -0.032, -0.563)
N (-0.725, -0.034, -0.862)
O (-1.428, 1.400, 1.137)
O (-2.309, 1.727, -1.189)
S (-2.072, 0.760, -0.029)
I (-1.231, -2.364, -0.688)
H (0.573, 0.109, 1.603)
H (1.114, -1.543, 0.871)
H (2.187, -0.113, 0.932)
H (0.952, 1.132, -0.665)
H (1.151, -0.618, -1.359)



Record 6
Here is a structure of composition C33H40F5N7OSeSn from the OMol25 dataset. Energies are from the ωB97M-V functional and the def2-TZVPD basis.

Computed properties:
LUMO energy (alpha / beta)   0.08972 / 0.08962 Eh
Kohn-Sham gap (alpha / beta)   4.534 / 6.472 eV
Highest occupied orbital energy (alpha / beta)   -2.09 / -4.03 eV
Total charge   -1
Multiplicity   2

Cartesian coordinates (Å):
Sn (0.346, -0.505, -0.691)
C (-2.523, 2.845, 1.294)
C (-2.879, 1.527, 0.562)
N (-2.175, 0.329, 0.992)
C (-2.261, -0.014, 2.404)
C (-1.229, -1.082, 2.741)
N (0.095, -0.626, 2.319)
C (1.212, -1.133, 3.097)
C (2.387, -0.159, 3.138)
C (3.125, 0.080, 1.818)
N (2.369, 0.728, 0.738)
C (2.360, 2.189, 0.713)
C (1.303, 2.827, 1.609)
N (-0.026, 2.314, 1.316)
C (-1.108, 3.109, 1.871)
H (-3.227, 2.979, 2.117)
H (-2.742, 3.639, 0.577)
H (-2.658, 1.643, -0.503)
H (-3.972, 1.417, 0.648)
H (-2.516, -0.462, 0.455)
H (-3.262, -0.358, 2.702)
H (-2.033, 0.884, 2.988)
H (-1.265, -1.275, 3.824)
H (-1.482, -2.018, 2.230)
H (0.097, 0.390, 2.313)
H (1.543, -2.090, 2.674)
H (0.911, -1.333, 4.137)
H (3.124, -0.565, 3.836)
H (2.041, 0.793, 3.556)
H (3.439, -0.892, 1.434)
H (4.028, 0.671, 2.035)
H (2.802, 0.400, -0.122)
H (2.142, 2.481, -0.316)
H (3.339, 2.613, 0.982)
H (1.372, 3.919, 1.472)
H (1.527, 2.630, 2.662)
H (-0.148, 2.194, 0.317)
H (-0.904, 4.184, 1.750)
H (-1.124, 2.934, 2.952)
C (0.169, -2.628, -3.405)
N (0.236, -1.223, -2.952)
C (0.217, -0.298, -3.826)
C (0.251, 1.084, -3.452)
C (0.149, 2.209, -4.267)
C (0.218, 3.316, -3.414)
C (0.367, 2.801, -2.126)
N (0.383, 1.450, -2.132)
C (-1.155, -2.966, -4.059)
C (-1.204, -3.461, -5.356)
C (-2.422, -3.775, -5.952)
C (-3.604, -3.589, -5.253)
C (-3.566, -3.068, -3.963)
C (-2.352, -2.754, -3.373)
H (0.304, -3.268, -2.530)
H (0.985, -2.831, -4.101)
H (0.178, -0.542, -4.892)
H (0.010, 2.203, -5.340)
H (0.174, 4.361, -3.686)
H (0.479, 3.375, -1.215)
H (-0.280, -3.619, -5.904)
H (-2.445, -4.158, -6.965)
H (-4.553, -3.849, -5.708)
H (-4.486, -2.910, -3.411)
H (-2.320, -2.365, -2.362)
O (2.352, -1.491, -0.715)
N (2.584, -2.808, -0.984)
C (2.102, -3.802, -0.146)
C (2.410, -5.104, -0.381)
C (3.226, -5.479, -1.482)
C (3.666, -4.443, -2.341)
C (3.341, -3.143, -2.097)
H (1.457, -3.472, 0.655)
H (2.004, -5.851, 0.289)
H (3.476, -6.514, -1.671)
H (4.274, -4.665, -3.209)
H (3.650, -2.308, -2.710)
F (-6.223, -7.453, -0.894)
C (-5.173, -6.631, -0.747)
C (-3.886, -7.100, -0.907)
F (-3.695, -8.387, -1.236)
C (-2.809, -6.255, -0.722)
F (-1.593, -6.777, -0.895)
C (-2.953, -4.912, -0.362)
Se (-1.473, -3.802, -0.019)
C (-4.273, -4.474, -0.245)
F (-4.535, -3.194, 0.062)
C (-5.362, -5.304, -0.427)
F (-6.612, -4.833, -0.287)



E_tot per entry: -3664.9316, -555.5055, -426.5224, -22777.9135, -980.3082, -4855.0197 Ha
Largest force on an atom per entry: 0.18323, 0.17637, 0.04907, 0.05937, 0.09240, 0.01586 Eh/bohr